[1]
Entry from the Open Molecules 2025 dataset: C16H7Cl2FI2NO3Pt as an isolated structure (ωB97M-V with the def2-TZVPD basis set).

Each line ends with the natural charge from an NBO analysis.
Positions of all 33 atoms, in Å:
Pt -1.0812 -1.1437 0.0052  1.06
I -0.2959 -6.2650 0.0081  0.15
C 1.0349 -4.6726 0.0037  -0.26
C 2.4155 -4.9097 0.0008  -0.23
C 3.3192 -3.8793 -0.0022  -0.22
I 5.3568 -4.3373 -0.0064  0.10
C 2.8727 -2.5340 -0.0025  -0.03
C 3.6998 -1.3854 -0.0057  -0.18
C 3.1309 -0.1478 -0.0057  -0.24
C 1.7305 -0.0140 -0.0026  0.05
N 0.9365 -1.0537 0.0004  -0.41
C 1.4838 -2.3138 0.0004  0.08
C 0.5280 -3.3794 0.0035  0.33
O -0.7345 -3.0957 0.0062  -0.62
H 2.7648 -5.9333 0.0010  0.23
H 4.7751 -1.5039 -0.0082  0.22
H 3.7378 0.7472 -0.0081  0.22
H 1.2346 0.9389 -0.0024  0.26
Cl -3.1471 6.6165 -0.0009  -0.04
C -2.5639 4.9690 0.0008  -0.10
C -1.2036 4.7139 0.0070  -0.23
C -0.7527 3.4165 0.0083  -0.11
Cl 0.9873 3.2593 0.0166  -0.03
C -1.5889 2.2393 0.0037  0.40
O -1.0306 1.0827 0.0057  -0.76
C -2.9852 2.5822 -0.0026  -0.21
C -4.1113 1.6309 -0.0091  0.40
O -4.0686 0.4348 -0.0107  -0.48
C -3.4285 3.9085 -0.0039  -0.20
H -0.4906 5.5265 0.0109  0.23
H -5.0984 2.1518 -0.0133  0.07
H -4.4969 4.0879 -0.0089  0.21
F -2.9301 -1.7375 0.0104  -0.68

Calculated values
Energy above the lowest of the compared OMol25 structures with the same formula, charge and spin   93.2 kJ/mol
Lowest unoccupied orbital energy   1.9558 eV
Maximum force   0.5 eV/Å
M   800.0 g mol⁻¹
Net charge   -1

***

[2]
Entry from the Open Molecules 2025 dataset: C16H86B3ClNO33P as an isolated structure (ωB97M-V with the def2-TZVPD basis set).

Each line ends with the Löwdin charge.
Positions of all 141 atoms, in Å:
O 0.0722 -1.9389 1.2635  -0.28
P -1.3222 -2.7829 1.3726  0.92
O -1.2002 -4.0082 0.2824  -0.30
B -2.6064 -1.5506 0.6287  -0.59
O -3.9303 -1.9096 0.3325  0.21
B -4.1767 -1.5523 -0.9823  -1.02
Cl -5.0053 -2.7064 -2.0279  0.85
O -3.7245 -0.3766 -1.5264  0.23
B -2.3960 -0.1227 -1.0825  -0.55
C -1.2335 0.1219 -2.0406  -0.03
C -0.1450 1.1016 -1.5281  -0.15
C 1.2353 0.4298 -1.3891  -0.19
C 2.1588 0.6114 -2.5975  -0.18
C 1.9042 -0.4693 -3.6694  -0.18
C 2.6484 -1.7799 -3.4501  -0.20
C 4.1408 -1.6335 -3.1640  -0.20
C 4.5549 -1.7235 -1.6973  -0.21
C 3.9733 -2.8960 -0.9245  -0.20
C 4.4322 -3.0067 0.5423  -0.19
C 3.4443 -2.3521 1.5114  -0.17
C 3.3309 -0.8740 1.1710  -0.15
N 2.8650 0.0216 2.2233  -0.10
C 2.3133 -0.2550 3.4608  -0.09
C 1.9702 0.9383 4.0802  -0.09
C 2.3357 1.9946 3.2001  -0.09
C 2.8927 1.4015 2.0640  -0.13
O -2.2736 -0.2348 0.3177  0.22
H -0.0537 -0.9871 1.1422  0.06
H -1.4314 -3.7804 -0.6317  0.03
H -1.6279 0.4604 -2.9987  0.13
H -0.7674 -0.8548 -2.2017  0.10
H -0.0800 1.8993 -2.2650  0.08
H -0.4229 1.5783 -0.5874  0.11
H 1.7230 0.8396 -0.4962  0.09
H 1.0949 -0.6416 -1.2098  0.10
H 3.1987 0.6511 -2.2757  0.09
H 1.9524 1.5822 -3.0392  0.09
H 0.8394 -0.6955 -3.6278  0.09
H 2.0843 -0.0638 -4.6661  0.11
H 2.5319 -2.3751 -4.3565  0.08
H 2.1256 -2.3290 -2.6635  0.09
H 4.7162 -2.3374 -3.7669  0.11
H 4.4426 -0.6423 -3.5139  0.11
H 5.6456 -1.7845 -1.6647  0.12
H 4.3086 -0.7669 -1.2391  0.08
H 2.8840 -2.8872 -0.9153  0.09
H 4.2802 -3.8077 -1.4402  0.12
H 5.4241 -2.5698 0.6823  0.11
H 4.5249 -4.0671 0.7695  0.10
H 3.7444 -2.5079 2.5487  0.10
H 2.4879 -2.8506 1.3645  0.09
H 2.6478 -0.7710 0.3259  0.09
H 4.3017 -0.5190 0.8344  0.11
H 2.1727 -1.2679 3.7995  0.11
H 1.4978 1.0479 5.0451  0.06
H 2.2204 3.0578 3.3293  0.08
H 3.3013 1.8304 1.1588  0.12
O -2.8280 -6.4988 -0.8052  -0.05
H -3.7862 -6.3686 -0.8436  0.02
H -2.4779 -5.6621 -0.4767  0.01
O -1.0197 3.5890 -3.3332  -0.05
H -1.9710 3.7312 -3.2493  0.01
H -0.6440 4.4544 -3.1489  0.04
O -3.4285 5.6075 -3.3180  -0.04
H -4.1257 5.5168 -3.9750  0.04
H -3.6658 6.4009 -2.8252  0.05
O -3.1483 8.0966 -5.0561  -0.05
H -2.8998 7.1741 -5.1871  0.03
H -2.5035 8.5970 -5.5666  0.05
O -3.6716 2.6426 -0.8500  -0.02
H -4.0366 1.7562 -0.9587  0.02
H -4.3790 3.1093 -0.3923  0.04
O -2.1580 1.8757 2.4797  -0.05
H -2.4027 1.6190 1.5822  0.01
H -2.3535 2.8158 2.5157  0.03
O -1.0213 -3.4502 -2.7503  -0.05
H -1.7655 -3.8421 -3.2337  -0.01
H -0.2526 -3.6056 -3.3122  0.06
O -5.9185 7.8855 -6.3548  -0.07
H -5.1347 8.2445 -5.9171  0.00
H -5.8959 6.9461 -6.1560  0.02
O 1.2350 0.9601 7.2504  -0.05
H 1.0156 0.1721 7.7587  0.06
H 1.9583 1.3714 7.7350  0.06
O -5.2799 2.1532 1.9694  -0.04
H -5.6940 2.7519 2.6017  0.04
H -4.8643 1.4810 2.5219  0.05
O 6.1189 1.0999 1.8313  -0.05
H 5.3155 1.1325 2.3715  0.03
H 6.4708 1.9941 1.8799  0.05
O 1.7785 4.3478 0.9371  -0.07
H 1.1851 3.6048 1.0847  0.02
H 1.2763 5.1225 1.2318  0.00
O -4.2269 3.6763 4.2335  -0.06
H -3.7475 2.8650 4.4388  0.04
H -3.8936 4.3333 4.8579  0.05
O 3.6256 3.3422 -3.1278  -0.05
H 3.7186 4.0849 -2.5215  0.04
H 3.1723 3.7063 -3.8945  0.04
O -0.3954 6.0440 1.8409  -0.05
H -0.9265 5.9526 1.0419  0.05
H -0.6061 6.9224 2.1689  0.05
O 7.4000 -1.5174 3.2021  -0.05
H 7.1072 -0.7449 2.7017  0.01
H 8.3542 -1.5480 3.0897  0.05
O 1.6527 -5.4964 -0.1229  -0.05
H 1.2905 -6.3895 -0.1515  0.01
H 0.9600 -4.9741 0.2987  0.00
O 5.5629 -4.7161 3.5657  -0.06
H 4.7179 -4.5570 3.9956  0.03
H 5.9800 -3.8477 3.5304  0.00
O -4.9305 -1.8237 -5.6446  -0.06
H -5.3576 -1.2393 -5.0108  0.02
H -4.5928 -2.5504 -5.1111  0.01
O -5.5923 6.0832 4.6804  -0.06
H -5.8550 5.1568 4.6388  0.02
H -6.3384 6.5313 5.0913  0.05
O 1.4175 -8.6468 0.7131  -0.05
H 2.2040 -8.2843 1.1350  0.04
H 1.3900 -9.5694 0.9808  0.04
O -3.0863 -4.9850 -3.4706  -0.06
H -3.5654 -4.4320 -2.8458  -0.05
H -2.7802 -5.7408 -2.9472  0.05
O -1.4266 2.1786 7.7608  -0.07
H -2.0832 1.9038 7.1156  0.02
H -0.5799 2.0033 7.3273  0.00
O -6.9924 0.4917 0.2263  -0.05
H -6.6587 -0.3860 0.4343  0.02
H -6.5324 1.0804 0.8459  -0.01
O 7.3817 -3.2795 5.8155  -0.06
H 7.1499 -2.5432 5.2376  0.00
H 8.3381 -3.3472 5.7525  0.03
O -6.0117 -6.8149 0.0617  -0.05
H -6.4745 -6.2837 0.7167  0.04
H -5.7033 -7.5861 0.5488  0.04
O -4.3018 6.3701 1.5504  -0.06
H -4.7362 5.5417 1.7702  0.01
H -4.8400 7.0307 1.9967  0.03
O 1.8983 -3.0645 -6.4375  -0.05
H 1.1703 -3.3543 -6.9968  0.04
H 2.6902 -3.2912 -6.9353  0.04

Calculated values
Lowest unoccupied orbital energy   -0.3967 eV
Maximum force   1.8 eV/Å
M   919.7 g mol⁻¹

***

[3]
Entry from the Open Molecules 2025 dataset: C16H8Cl3IrN6O2S2 as an isolated structure (ωB97M-V with the def2-TZVPD basis set).

Each line ends with the natural charge from an NBO analysis.
Positions of all 38 atoms, in Å:
Ir -0.1737 0.0084 0.2261  0.87
S 2.1194 0.2370 0.2621  -0.04
C 2.3647 1.3449 1.5896  -0.23
C 3.5607 2.0457 1.7292  -0.17
C 3.7237 2.9683 2.7526  -0.14
C 4.9522 3.7084 2.8466  0.27
N 5.9303 4.3068 2.9174  -0.28
C 2.6835 3.1910 3.6675  -0.16
C 1.4990 2.4767 3.5431  -0.20
C 1.3360 1.5595 2.5147  -0.11
S -0.1233 0.5890 2.3929  0.07
C 2.8081 4.1714 4.7091  0.28
N 2.8755 4.9672 5.5353  -0.30
H 4.3660 1.8811 1.0248  0.24
H 0.6989 2.6405 4.2534  0.23
N -4.0596 1.4577 0.0527  -0.49
C -4.5287 0.1616 0.1544  -0.07
C -3.4409 -0.6507 0.0908  -0.04
N -2.3209 0.1285 -0.0683  -0.47
C -2.7216 1.3851 -0.0689  0.31
C -1.6846 2.3818 -0.1728  0.31
N -0.4277 1.9535 -0.1994  -0.38
C 0.3707 3.0722 -0.2910  -0.06
C -0.4217 4.1728 -0.3249  -0.06
N -1.7230 3.7223 -0.2521  -0.48
H -4.6223 2.2888 0.0960  0.43
H -5.5757 -0.0546 0.2629  0.24
H -3.3772 -1.7218 0.1559  0.26
H 1.4394 3.0023 -0.3620  0.26
H -0.1803 5.2161 -0.4109  0.24
H -2.5434 4.3020 -0.2526  0.43
Cl -2.3910 -4.6516 0.3104  0.01
C -0.6746 -4.2477 0.5825  -0.19
Cl 0.3106 -5.0880 -0.6082  0.05
Cl -0.1966 -4.7444 2.2105  0.05
C -0.5400 -2.7074 0.4829  0.71
O -1.2129 -2.0237 1.2667  -0.70
O 0.2228 -2.2232 -0.3856  -0.71

Calculated values
Energy above the lowest of the compared OMol25 structures with the same formula, charge and spin   74.1 kJ/mol
Lowest unoccupied orbital energy   -1.1542 eV
Maximum force   1.0 eV/Å
M   679.0 g mol⁻¹

***

[4]
Entry from the Open Molecules 2025 dataset: C17H10BrCl4O3Pd as an isolated structure (ωB97M-V with the def2-TZVPD basis set).

Each line ends with the natural charge from an NBO analysis.
Positions of all 36 atoms, in Å:
Pd 0.2031 -0.7096 -0.2688  1.04
Br 2.8629 -0.6307 -0.3501  0.11
C 2.8760 1.2870 -0.3705  -0.04
C 4.0902 1.8983 -0.3659  -0.23
C 4.1386 3.3083 -0.4028  -0.20
C 2.9836 4.0307 -0.4476  -0.18
C 1.7187 3.3919 -0.4518  0.04
C 0.5175 4.1412 -0.5014  -0.20
C -0.6935 3.5174 -0.5054  -0.20
C -0.7652 2.1050 -0.4490  -0.27
C 0.3677 1.3398 -0.4056  -0.25
C 1.6404 1.9736 -0.4074  -0.19
H 5.0028 1.3192 -0.3401  0.24
H 5.0997 3.8035 -0.4001  0.23
H 3.0160 5.1125 -0.4826  0.22
H 0.5828 5.2216 -0.5384  0.22
H -1.6058 4.0981 -0.5493  0.22
H -1.7419 1.6327 -0.4500  0.22
Cl -3.4986 -6.7266 -1.0885  0.16
C -3.1083 -5.0924 -0.8661  -0.08
C -4.0987 -4.1396 -0.7790  -0.10
Cl -5.7333 -4.5781 -0.8890  0.15
C -3.7586 -2.7610 -0.5957  -0.01
Cl -4.9492 -1.5932 -0.4901  0.22
C -2.3922 -2.3209 -0.5018  0.30
O -2.0885 -1.1254 -0.3613  -0.54
C -1.3289 -3.3446 -0.5781  0.38
O -0.1420 -3.0066 -0.4794  -0.55
C -1.7289 -4.7136 -0.7690  -0.05
Cl -0.5182 -5.8576 -0.8723  0.23
C 0.8528 -0.2109 2.8220  -0.26
O -0.1454 -0.8121 1.9620  -0.73
H 0.6587 -0.5025 3.8523  0.20
H 0.8409 0.8732 2.7192  0.20
H 1.8185 -0.5948 2.5091  0.20
H -0.9738 -0.3336 2.0922  0.50

Calculated values
⟨S²⟩   6.024
Energy above the lowest of the compared OMol25 structures with the same formula, charge and spin   0.0 kJ/mol
Multiplicity   5
Lowest unoccupied orbital energy (alpha / beta)   -3.3210 / -6.8742 eV
Maximum force   0.1 eV/Å
M   590.4 g mol⁻¹
Net charge   +1

***

[5]
Entry from the Open Molecules 2025 dataset: C17H10BrClNO4S2Tl as an isolated structure (ωB97M-V with the def2-TZVPD basis set).

Each line ends with the natural charge from an NBO analysis.
Positions of all 37 atoms, in Å:
Tl 1.9173 -0.0530 -1.3823  0.67
Br 1.2571 -0.1523 1.7303  0.07
C 0.1874 -1.7301 1.8294  -0.04
C -0.1534 -2.1609 3.0783  -0.29
C -0.9759 -3.2998 3.2145  -0.23
C -1.4500 -3.9292 2.1014  -0.20
C -1.1182 -3.4692 0.8017  -0.09
C -1.6745 -4.0810 -0.3463  -0.24
C -1.3540 -3.6080 -1.5868  -0.21
C -0.4233 -2.5552 -1.7351  -0.29
C 0.1756 -1.9028 -0.6763  -0.38
C -0.2370 -2.3547 0.6213  -0.06
H 0.2017 -1.6297 3.9507  0.21
H -1.2294 -3.6586 4.2054  0.19
H -2.1095 -4.7869 2.1951  0.19
H -2.3563 -4.9164 -0.2197  0.18
H -1.8174 -4.0469 -2.4661  0.19
H -0.1807 -2.2431 -2.7495  0.20
S 0.2434 0.9729 -4.0863  -0.33
C -0.2623 2.0456 -2.8940  -0.05
N -0.0453 1.9865 -1.6029  -0.59
C -0.6934 2.9725 -0.8943  0.21
C -0.6976 3.1004 0.4948  -0.25
C -1.4434 4.1086 1.0861  -0.24
C -2.1735 5.0129 0.3152  -0.25
C -2.1601 4.9164 -1.0708  -0.23
C -1.4291 3.8969 -1.6633  -0.26
S -1.2764 3.4787 -3.3396  0.27
H -0.1236 2.4027 1.0910  0.23
H -1.4637 4.1863 2.1668  0.20
H -2.7576 5.7889 0.7959  0.19
H -2.7170 5.6183 -1.6804  0.20
O 6.5232 -0.8556 0.5189  -0.89
Cl 5.6686 0.0182 -0.2601  2.54
O 5.3660 -0.6083 -1.5274  -0.87
O 6.3458 1.2770 -0.4868  -0.88
O 4.4363 0.2587 0.4712  -0.88

Calculated values
Energy above the lowest of the compared OMol25 structures with the same formula, charge and spin   0.0 kJ/mol
Lowest unoccupied orbital energy   4.3739 eV
Maximum force   0.4 eV/Å
M   676.1 g mol⁻¹
Net charge   -2

***

[6]
Entry from the Open Molecules 2025 dataset: C17H11Br4O9PtS as an isolated structure (ωB97M-V with the def2-TZVPD basis set).

Each line ends with the natural charge from an NBO analysis.
Positions of all 43 atoms, in Å:
Pt -0.1475 -0.5254 0.8187  1.00
O -2.3691 -1.4838 5.0484  -0.51
C -1.6582 -1.0228 4.2514  0.99
O -0.8091 -0.4648 3.6972  -0.47
C -2.9533 -1.4939 1.7767  1.03
O -3.8998 -2.0462 2.1515  -0.46
O -2.2657 -1.0195 0.9612  -0.52
Br 3.9354 5.0629 1.3269  0.06
C 3.2915 3.2968 1.1240  -0.17
C 4.1757 2.2458 0.9335  -0.15
Br 6.0386 2.5580 0.8718  0.06
C 3.6879 0.9428 0.7828  -0.20
Br 4.7943 -0.5562 0.5140  0.08
C 2.3233 0.7049 0.8161  0.31
O 1.7947 -0.5083 0.6474  -0.68
C 1.4219 1.7604 1.0454  0.24
O 0.1359 1.4607 1.1130  -0.75
C 1.9154 3.0543 1.1715  -0.17
Br 0.6316 4.4138 1.4131  0.06
O -1.5095 -1.9049 -1.8369  -0.70
C -0.2388 -1.9136 -2.3138  0.41
C -0.0321 -1.3691 -3.5779  -0.31
C 1.2354 -1.3513 -4.1290  -0.19
C 2.3133 -1.8972 -3.4389  -0.27
C 2.0967 -2.4577 -2.1932  -0.13
C 0.8349 -2.4576 -1.6097  -0.27
C 0.6653 -3.0946 -0.2558  0.79
O 1.2746 -4.0978 0.0389  -0.61
O -0.2303 -2.5362 0.5507  -0.81
H -1.4988 -2.2566 -0.9330  0.50
H -0.8840 -0.9564 -4.1033  0.21
H 1.3830 -0.9114 -5.1080  0.20
H 3.3058 -1.8855 -3.8694  0.21
H 2.9069 -2.9024 -1.6306  0.23
C -2.8335 2.3836 1.4289  -0.76
S -2.5209 1.7406 -0.2219  0.24
C -4.1686 1.0984 -0.5758  -0.75
H -3.3588 1.6341 2.0286  0.18
H -3.4224 3.3002 1.3960  0.21
H -1.8655 2.5831 1.8846  0.27
H -4.9235 1.8823 -0.5084  0.21
H -4.4187 0.2823 0.1054  0.19
H -4.1539 0.7082 -1.5923  0.23

Calculated values
Lowest unoccupied orbital energy   1.1864 eV
Maximum force   3.6 eV/Å
M   906.0 g mol⁻¹
Net charge   -1